{
  "formula": "C32H53N4RuSSi4Te",
  "method": "ωB97M-V/def2-TZVPD",
  "max_force_ha_per_bohr": 0.02965,
  "multiplicity": 2,
  "e_above_lowest_ev": 1.144,
  "homo_lumo_gap_ha": [0.2331, 0.2246],
  "s_squared": 0.773,
  "total_energy_ha": -3388.854075,
  "charge": 2,
  "lumo_energy_ev": [-6.77, -6.96],
  "species": ["H", "H", "C", "H", "H", "N", "N", "C", "C", "H", "H", "H", "C", "H", "H", "C", "H", "H", "Si", "H", "C", "S", "C", "H", "H", "Si", "C", "C", "H", "C", "H", "H", "C", "C", "C", "N", "H", "H", "C", "H", "C", "C", "H", "C", "H", "H", "H", "C", "H", "H", "C", "H", "H", "C", "C", "H", "H", "H", "H", "H", "H", "H", "H", "H", "C", "Si", "C", "C", "H", "C", "C", "Si", "Ru", "Te", "H", "H", "C", "H", "H", "C", "H", "H", "H", "H", "C", "N", "H", "H", "H", "C", "C", "C", "H", "H", "H", "H"],
  "xyz": [[3.078, -3.712, -3.505], [-3.480, -1.839, 4.931], [0.984, 4.354, -2.088], [4.119, 3.350, -2.824], [3.652, -2.600, -4.739], [1.215, 2.012, -1.803], [-1.212, 1.820, -0.733], [0.997, -1.613, -1.820], [-2.790, -1.785, -3.662], [-3.034, -0.800, 3.583], [0.124, -2.286, 5.889], [-5.248, 2.162, 0.962], [2.308, 4.459, -2.495], [3.366, -4.270, -1.384], [1.636, 1.264, 0.550], [-0.290, -1.831, -2.536], [-0.001, -3.716, -3.510], [0.517, -3.786, 5.032], [-1.361, -2.608, 3.943], [2.595, 0.543, -4.730], [-2.635, -1.339, 4.447], [-2.856, 1.401, -0.437], [1.710, 2.184, 1.150], [3.791, -0.369, -1.219], [4.466, -1.856, -1.875], [0.885, 1.932, 2.815], [-3.670, 5.315, -0.605], [-0.922, 2.949, -1.246], [-0.246, 4.114, 3.141], [-2.208, -4.011, 3.075], [1.032, 0.611, -3.908], [-1.336, 0.937, 3.419], [-0.839, 1.190, 2.480], [-4.804, 3.058, 0.540], [-1.944, -2.864, -3.909], [-1.753, 3.996, -1.323], [-5.398, 6.361, 0.113], [4.657, -0.360, -2.773], [-0.684, -2.892, -3.341], [-2.987, -4.428, 3.721], [2.509, -2.201, 0.744], [-0.239, -3.687, 0.046], [1.568, 0.546, 4.774], [2.024, 0.880, 3.837], [2.216, -5.278, -0.501], [-0.583, -4.417, -0.693], [2.403, 0.010, 3.296], [-5.453, 4.286, 0.637], [2.776, 2.399, 1.269], [2.202, -1.189, 1.017], [3.957, -0.925, -2.145], [2.729, 5.420, -2.760], [0.615, -1.220, 3.286], [-0.305, -3.146, 5.366], [-3.594, 2.979, -0.122], [-1.050, -2.962, 0.163], [0.142, 3.343, 4.686], [3.062, 1.206, -2.190], [-3.779, -1.731, -4.095], [0.440, -2.611, 2.218], [-2.975, 0.085, -2.621], [2.890, 1.495, 4.104], [0.389, 5.252, -2.004], [3.524, -2.146, 0.340], [1.780, -0.064, -4.323], [2.392, -1.348, -3.091], [-0.102, -1.818, 2.732], [-2.352, -0.768, -2.846], [1.410, 4.154, 3.767], [-4.890, 5.407, 0.055], [2.791, -2.854, -4.108], [1.394, -2.980, -0.548], [0.243, 0.213, -0.996], [-1.014, -0.559, 1.291], [-2.275, -3.677, -4.544], [-0.894, -3.716, 6.092], [3.078, 3.320, -2.532], [2.568, -2.797, 1.660], [-1.519, -4.823, 2.828], [0.469, 3.125, -1.750], [-1.441, 1.951, 1.979], [-1.436, 4.814, -1.811], [-3.229, 6.192, -1.070], [-2.692, -3.674, 2.152], [2.493, 2.119, -2.173], [-1.126, -0.800, -2.301], [-0.127, -4.221, 0.994], [1.978, -3.147, -4.777], [1.875, -4.823, -2.169], [2.300, -4.463, -1.229], [0.512, 3.534, 3.674], [-3.023, 4.099, -0.678], [1.315, -0.585, -5.164], [-6.398, 4.359, 1.159], [-2.239, -0.610, 5.162], [1.260, 3.007, 0.584]],
  "mulliken_spin": [0.000, 0.000, -0.001, 0.000, 0.001, 0.034, 0.017, -0.050, -0.007, 0.001, 0.000, 0.000, 0.001, 0.000, -0.002, -0.015, 0.001, 0.000, 0.003, 0.000, 0.000, -0.001, 0.010, 0.000, 0.000, 0.003, -0.002, 0.006, 0.000, 0.001, -0.005, -0.001, -0.001, 0.001, 0.013, -0.003, 0.000, -0.001, -0.003, 0.000, 0.000, 0.003, 0.000, 0.000, 0.000, 0.001, 0.000, -0.001, 0.000, -0.001, 0.002, 0.000, -0.001, 0.001, -0.001, -0.005, 0.000, -0.009, 0.000, -0.003, 0.000, 0.000, -0.001, 0.000, 0.015, 0.019, 0.007, 0.011, 0.000, 0.001, 0.002, 0.009, 0.947, 0.037, 0.000, 0.000, 0.004, 0.000, 0.000, 0.001, 0.001, 0.000, 0.000, -0.001, 0.028, -0.070, 0.001, 0.000, 0.000, 0.000, 0.001, 0.001, 0.001, 0.000, 0.000, 0.000]
}


{
  "formula": "C32H53N7O3P2SSi2Sr",
  "method": "ωB97M-V/def2-TZVPD",
  "max_force_ha_per_bohr": 0.01452,
  "e_above_lowest_ev": 0.232,
  "homo_lumo_gap_ha": 0.2225,
  "total_energy_ha": -3550.986016,
  "charge": 0,
  "lumo_energy_ev": 0.31,
  "species": ["C", "H", "C", "N", "C", "C", "S", "O", "C", "H", "H", "C", "C", "H", "H", "H", "C", "H", "H", "H", "O", "H", "C", "H", "H", "H", "H", "H", "H", "H", "H", "H", "C", "H", "H", "H", "C", "H", "Si", "H", "H", "H", "C", "H", "H", "C", "C", "C", "P", "H", "C", "C", "H", "H", "H", "H", "H", "H", "C", "N", "H", "C", "H", "C", "H", "C", "N", "C", "H", "N", "H", "C", "H", "H", "C", "C", "H", "C", "N", "H", "H", "H", "N", "Si", "C", "C", "H", "H", "C", "H", "H", "C", "P", "C", "O", "Sr", "C", "H", "H", "N", "H"],
  "xyz": [[-6.317, 1.373, 0.263], [1.234, -0.526, 3.440], [-0.289, 2.307, 2.928], [2.884, 0.693, -2.661], [3.984, 1.974, -4.060], [2.560, -0.043, -1.457], [0.566, 0.118, -3.946], [-3.456, 1.314, -0.601], [-4.681, -3.558, -3.241], [-0.474, 5.306, 2.246], [8.459, -0.136, -0.653], [2.172, -0.926, 5.312], [-0.266, 4.778, 1.308], [3.121, 2.258, -6.549], [-0.255, -1.655, -1.970], [-5.457, -3.605, -2.466], [5.648, 1.506, 0.279], [5.111, -1.563, 1.592], [2.759, -3.155, -0.267], [-6.963, 1.595, 1.114], [-4.118, -1.086, -1.169], [-3.870, -4.230, -2.974], [7.489, 0.039, -0.205], [0.805, 2.308, 2.906], [-1.633, -0.859, -0.261], [-6.026, -1.166, -3.472], [5.380, -0.195, 6.096], [-1.200, -1.593, 1.256], [-2.820, 0.489, 2.940], [-5.591, -1.829, 1.124], [-3.380, 2.454, 2.011], [-5.660, 2.222, 0.091], [4.048, 1.418, -2.835], [-4.389, -0.318, 2.787], [-2.845, 3.982, 2.726], [-2.013, -3.552, 0.149], [-6.271, -1.012, 0.887], [-6.905, -0.829, 1.756], [-1.008, 3.010, 1.288], [1.277, -1.362, 5.742], [4.806, 1.441, -2.073], [3.873, -1.640, -2.002], [-3.325, -0.413, 2.588], [-5.115, -3.915, -4.175], [3.347, -1.199, 7.087], [2.095, 0.815, -3.749], [3.290, 0.117, 3.427], [1.854, -1.513, 0.723], [-4.001, 0.073, -0.019], [0.936, 0.371, 1.294], [1.795, -0.003, 0.726], [-0.696, -2.653, -2.011], [-0.602, 1.281, 3.154], [-1.146, 0.192, 1.109], [-0.217, -3.229, -1.221], [-2.941, -1.272, 3.143], [-0.602, 2.928, 3.776], [7.315, -1.955, 0.571], [-2.817, 3.373, 1.815], [2.773, 1.600, -4.617], [-3.357, 3.907, 1.029], [3.331, -0.834, 6.068], [4.683, 2.599, -4.587], [4.974, 0.485, 0.951], [-3.644, -3.464, -0.516], [6.893, 1.288, -0.299], [-3.096, -0.641, 1.162], [3.157, -1.261, -1.288], [5.349, 0.623, 3.780], [-2.140, -2.632, -1.732], [-0.458, -3.103, -2.975], [5.604, -0.758, 1.058], [3.058, 2.250, 1.643], [-5.426, -1.723, -5.049], [2.276, 1.996, -5.918], [2.155, -0.455, 4.007], [-6.907, -1.321, 0.050], [-1.676, -0.716, 0.817], [-4.175, -2.212, -3.449], [7.402, 2.094, -0.814], [1.360, -2.105, 1.485], [-6.943, 1.218, -0.622], [-5.519, 0.191, 0.567], [3.268, 0.780, 1.667], [-2.599, -3.627, -0.770], [-5.129, -1.307, -4.086], [-4.658, -0.342, -4.257], [0.821, 4.728, 1.188], [4.447, 0.196, 4.205], [5.193, 2.489, 0.212], [-0.654, 5.390, 0.489], [4.471, -0.270, 5.512], [-3.124, -1.514, -2.393], [2.610, -2.080, -0.235], [-2.421, -0.365, -3.003], [-0.707, 1.223, -1.371], [6.845, -0.983, 0.483], [-2.487, -4.640, -1.166], [1.603, 2.850, -5.833], [1.664, 0.536, -0.651], [1.728, 1.166, -6.357]],
  "lowdin_charge": [-0.079, 0.083, -0.284, -0.002, -0.038, -0.406, 0.601, -0.326, -0.101, 0.013, 0.098, -0.088, -0.302, 0.090, 0.009, 0.089, -0.137, 0.108, 0.101, 0.088, -0.263, 0.069, -0.092, -0.009, 0.009, 0.085, 0.100, 0.097, 0.070, 0.077, -0.021, 0.075, -0.007, 0.075, 0.018, 0.081, -0.103, 0.089, 0.412, 0.099, 0.101, 0.104, -0.076, 0.087, 0.099, -0.737, -0.261, -0.125, 0.469, 0.043, -0.431, -0.080, -0.012, 0.011, 0.085, 0.092, 0.024, 0.101, -0.289, -0.123, 0.009, -0.096, 0.119, -0.285, 0.075, -0.106, -0.259, -0.060, 0.101, -0.296, 0.094, -0.102, 0.021, 0.087, -0.034, -0.101, 0.086, -0.148, -0.296, 0.101, 0.088, 0.088, -0.304, 0.771, -0.099, -0.095, 0.082, 0.000, -0.100, 0.097, 0.000, -0.089, 0.455, -0.133, -0.346, 1.140, -0.083, 0.088, 0.095, -0.095, 0.070]
}